one | Density functional theory data (the ωB97M-V functional and the def2-TZVPD basis) for 2 unconnected molecules or ions with the total composition C6H14O.

Last column: Löwdin charge in e.
Cartesian coordinates (Å):
C  -3.0826  0.3220  0.8361  -0.122
C  -2.0601  0.1932  -0.2899  -0.282
C  -0.6734  -0.2301  0.1955  -0.234
C  0.2888  -0.4904  -0.9684  -0.223
C  1.6333  -0.9994  -0.5311  -0.199
C  2.8071  -0.5496  -0.9741  -0.022
O  2.4869  1.6949  1.3074  -0.070
H  -4.0613  0.6280  0.4505  0.068
H  -2.7662  1.0654  1.5767  0.073
H  -3.2132  -0.6339  1.3577  0.071
H  -2.4196  -0.5421  -1.0241  0.107
H  -1.9784  1.1482  -0.8267  0.110
H  -0.2496  0.5370  0.8592  0.114
H  -0.7643  -1.1468  0.7973  0.116
H  0.4156  0.4225  -1.5655  0.119
H  -0.1658  -1.2387  -1.6349  0.119
H  2.3977  0.9768  0.6642  -0.023
H  1.6207  -1.8114  0.1993  0.109
H  3.7476  -0.9771  -0.6357  0.061
H  2.8689  0.2563  -1.7036  0.071
H  3.1680  1.3753  1.9099  0.036

Its net charge is 0. Its SMILES is C=CCCCC.O.



two | Density functional theory data (the ωB97M-V functional and the def2-TZVPD basis) for 2 unconnected molecules or ions with the total composition C6H14O.

Last column: Löwdin charge in e.
Cartesian coordinates (Å):
C  3.2181  0.8586  1.3953  -0.104
C  2.2371  1.0942  0.4660  -0.340
C  4.0676  1.8421  2.2132  -0.109
C  1.8452  2.4956  0.1546  -0.058
C  0.0000  0.0000  0.0000  -0.087
C  1.5325  0.0541  -0.3184  -0.236
H  3.5316  -0.1823  1.5495  0.094
H  4.8530  1.2739  2.7393  0.067
H  3.3839  2.2744  2.9631  0.075
H  4.5435  2.6658  1.6548  0.073
H  2.3665  3.2463  0.7722  0.076
H  0.7578  2.6512  0.2550  0.081
H  2.1268  2.6510  -0.9004  0.091
H  -0.3953  0.8550  -0.5739  0.063
H  -0.3691  0.0716  1.0370  0.084
H  -0.3851  -0.9320  -0.4470  0.073
H  1.8654  -0.9301  0.0638  0.116
H  1.7080  0.0677  -1.4113  0.054
O  2.5963  -0.0214  -3.1127  -0.086
H  2.6455  -0.4195  -2.2142  0.020
H  1.9087  0.6784  -3.0367  0.053

Its net charge is 0. Its SMILES is C/C=C(\C)CC.O.



three | Density functional theory data (the ωB97M-V functional and the def2-TZVPD basis) for a molecular structure, C6H14O.

Last column: Löwdin charge in e.
Cartesian coordinates (Å):
C  0.8659  2.1833  -1.5434  -0.091
O  -0.4136  1.6361  -1.2625  -0.230
C  -0.5068  0.3129  -1.5142  -0.065
C  -0.1723  -0.6521  0.4545  -0.506
C  -0.9466  -1.9496  0.3278  -0.081
C  1.2806  -0.8890  0.8627  -0.075
C  -0.8315  0.4056  1.3079  -0.079
H  1.2142  1.8521  -2.5265  0.088
H  1.5945  1.8769  -0.7808  0.081
H  0.7622  3.2703  -1.5189  0.089
H  0.1860  -0.3886  -0.8428  0.036
H  -1.5560  0.0248  -1.3900  0.075
H  -2.0084  -1.7698  0.1276  0.079
H  -0.8736  -2.5370  1.2535  0.087
H  -0.5515  -2.5705  -0.4866  0.088
H  1.8443  0.0505  0.9031  0.076
H  1.7948  -1.5656  0.1696  0.086
H  1.3208  -1.3428  1.8627  0.086
H  -0.4398  1.4030  1.0734  0.078
H  -0.6488  0.2128  2.3751  0.089
H  -1.9145  0.4367  1.1476  0.087

Its net charge is 0.



Relative energy of each structure, in kJ/mol: one 0.0; two 93.4; three 336.9.



one | Density functional theory data (the ωB97M-V functional and the def2-TZVPD basis) for a single C5H7Br molecule.

Last column: Löwdin charge in e.
Cartesian coordinates (Å):
C  -0.1049  2.5173  -0.1270  0.169
C  0.0871  1.3446  0.0041  -0.220
C  -0.2883  -0.6637  -1.2785  -0.086
C  -0.1282  -0.8635  1.2515  -0.138
C  0.2746  -0.0408  -0.0295  -0.785
Br  2.4052  -0.2802  0.0249  0.548
H  -0.3362  3.5043  -0.3094  0.018
H  -0.2251  -1.7971  -1.0714  0.126
H  -1.2722  -0.2606  -1.2779  0.084
H  0.2718  -0.2452  -2.0333  0.051
H  0.4843  -1.8359  1.2252  0.083
H  0.0586  -0.5113  2.2532  0.062
H  -1.2268  -0.8679  1.3681  0.088

Its net charge is 0. Its SMILES is C#CC(C)(C)Br.



two | Density functional theory data (the ωB97M-V functional and the def2-TZVPD basis) for a molecular structure, C5H7Br.

Last column: Löwdin charge in e.
Cartesian coordinates (Å):
C  0.1007  -2.2433  0.9163  -0.079
C  -0.7264  -1.2536  1.8211  -0.104
C  -0.3954  -1.6649  -0.1418  -0.116
C  -1.2767  -0.7120  0.7519  -0.725
C  0.9840  2.2143  -1.3063  -0.074
Br  -2.4514  0.6451  0.1785  0.707
H  0.8184  -3.1064  1.2434  0.132
H  -0.7767  -1.0461  2.9230  0.110
H  0.0946  1.5581  -1.3942  -0.027
H  -0.2067  -1.6278  -1.2146  0.096
H  0.6584  3.3496  -1.2507  0.062
H  1.7330  1.9324  -2.1355  0.042
H  1.4441  1.9546  -0.3911  -0.023

Its net charge is 0.



Relative energy of each structure, in kJ/mol: one 0.0; two 179.5.



one | Density functional theory data (the ωB97M-V functional and the def2-TZVPD basis) for 2 unconnected molecules or ions with the total composition C10H16.

Last column: Mulliken spin population.
Cartesian coordinates (Å):
C  1.3255  0.6867  -1.7661  -0.084
C  2.2525  -0.6242  0.3197  0.553
C  1.4361  -0.5294  -0.9852  0.287
C  2.1828  -1.7836  0.9988  -0.291
C  1.4902  -2.9460  0.5571  0.161
C  0.8115  -1.6765  -1.3163  0.316
C  0.9989  -2.9597  -0.7333  0.209
H  2.7514  0.3215  0.6332  0.092
H  2.8220  -1.9040  1.9095  -0.048
H  1.9586  0.4128  -2.6333  -0.077
H  1.5020  1.6754  -1.2790  0.026
H  1.4341  -3.8001  1.1560  -0.092
H  0.0058  -1.5111  -2.0236  -0.001
H  0.5756  -3.8495  -1.1958  -0.077
H  0.2955  0.9378  -2.2590  0.033
C  -1.3690  1.8102  0.4905  -0.137
C  -2.7845  1.8779  -0.0754  0.045
C  -1.5710  1.2143  1.8575  0.068
H  -0.8447  2.6820  0.4760  0.001
H  -0.7997  1.2236  -0.2230  0.052
H  -3.3651  1.1426  0.3106  -0.014
H  -3.1872  2.8767  0.2495  -0.004
H  -2.4994  0.6786  1.9807  -0.015
H  -2.8245  1.8339  -1.1161  0.008
H  -1.5326  1.9391  2.6119  0.004
H  -1.0646  0.2713  2.0551  -0.017

Its net charge is -1. Its spin multiplicity is 2. The expectation value of S² is 0.76.



two | Density functional theory data (the ωB97M-V functional and the def2-TZVPD basis) for 2 unconnected molecules or ions with the total composition C10H16.

Last column: Mulliken spin population.
Cartesian coordinates (Å):
C  2.3764  -0.3413  1.1378  0.034
C  3.8828  -0.5521  0.8616  -0.004
C  1.8833  -1.2612  2.2686  0.035
H  1.7693  -0.5155  0.2462  -0.036
H  2.1384  0.7144  1.2976  -0.007
H  4.0083  -1.5492  0.4327  -0.002
H  4.1949  0.1917  0.1372  0.000
H  0.8169  -1.4529  2.1929  0.005
H  4.3927  -0.5836  1.8214  0.001
H  2.1159  -0.7275  3.1876  -0.008
H  2.2765  -2.2705  2.1160  -0.004
C  -3.7213  1.9494  -0.8851  -0.060
C  -0.3436  -0.7333  -1.1546  -0.040
C  -0.2849  0.5587  -1.8201  0.463
C  -1.4683  -1.1503  -0.5116  0.004
C  -1.4319  1.3685  -1.7156  0.077
C  -2.6265  -0.3150  -0.4899  0.447
C  -2.5996  0.9556  -1.0853  -0.079
H  0.6035  -1.2627  -1.1578  -0.031
H  0.6440  0.8718  -2.2779  0.094
H  -1.4171  -2.0096  0.1521  -0.021
H  -1.4804  2.3865  -2.1061  0.036
H  -3.5580  -0.7081  -0.0829  0.073
H  -4.5687  1.3871  -0.4688  0.034
H  -4.0815  2.2579  -1.8719  -0.019
H  -3.5213  2.7912  -0.2238  0.009

Its net charge is -1. Its spin multiplicity is 2. The expectation value of S² is 0.76.



three | Density functional theory data (the ωB97M-V functional and the def2-TZVPD basis) for 2 unconnected molecules or ions with the total composition C10H16.

Last column: Mulliken spin population.
Cartesian coordinates (Å):
C  -0.5050  1.5506  1.2940  0.007
C  0.6529  2.5319  1.5128  0.004
C  -0.1358  0.1094  1.1303  -0.001
C  1.1346  -0.2950  0.8150  -0.083
C  -1.1969  -0.8683  1.2313  0.533
C  1.4377  -1.6595  0.5535  0.372
C  -0.8865  -2.2207  0.9682  -0.126
C  0.3918  -2.6378  0.6872  0.092
H  -1.1901  1.6931  2.1505  0.002
H  -1.0774  1.9621  0.4400  -0.006
H  1.3717  2.4751  0.7062  -0.005
H  1.9901  0.3843  0.7913  -0.017
H  -2.1920  -0.5710  1.5461  0.101
H  2.4710  -1.9353  0.3813  0.061
H  -1.6520  -2.9948  1.0376  -0.004
H  0.6480  -3.6690  0.4492  0.026
H  1.1635  2.2633  2.4379  0.004
H  0.2514  3.5302  1.6607  0.005
C  -0.3393  -0.7300  -2.4080  0.049
C  -0.3150  0.8024  -2.5153  0.017
H  0.3112  -1.0346  -1.5863  0.000
H  -1.3509  -1.0573  -2.2028  -0.019
H  -0.0174  -1.1939  -3.3413  -0.023
H  0.6899  1.2066  -2.3575  -0.001
H  -1.0544  1.2315  -1.8519  0.030
H  -0.6012  1.1264  -3.5299  -0.018

Its net charge is -1. Its spin multiplicity is 2. The expectation value of S² is 0.76.



Relative energy of each structure, in kJ/mol: one 211.9; two 52.7; three 0.0.



one | Density functional theory data (the ωB97M-V functional and the def2-TZVPD basis) for a single C10H17N3 molecule.

Last column: Löwdin charge in e.
Cartesian coordinates (Å):
C  3.0377  1.6217  0.2380  -0.153
C  2.2405  -0.4007  0.2043  -0.292
C  1.2111  0.3646  -0.1499  -0.055
C  2.1513  -1.9395  0.2123  -0.138
C  0.9571  -2.3939  -0.6350  -0.188
C  -0.3658  -1.6397  -0.3085  -0.257
C  -1.2965  1.0230  1.4167  -0.062
C  -1.4376  1.7920  -0.8370  -0.071
C  -2.7395  -0.1588  -0.0997  -0.031
C  -1.4544  0.5856  0.0114  -0.675
N  3.3458  0.3673  0.5100  0.101
N  1.7168  1.6331  -0.1041  0.069
N  -0.4013  -0.2672  -0.6042  0.031
H  3.4986  2.4991  0.4071  0.082
H  3.1966  -2.1314  -0.4013  0.166
H  2.1254  -2.3622  1.1734  0.079
H  1.3261  -2.1582  -1.6510  0.112
H  0.8833  -3.5160  -0.5599  0.123
H  -1.2129  -2.1832  -0.9161  0.146
H  -0.4708  -1.9065  0.7131  0.106
H  -2.1062  1.6351  1.7842  0.085
H  -1.2886  0.0985  2.0934  0.121
H  -0.5387  1.7709  1.5562  0.069
H  -2.3792  2.4236  -0.8115  0.107
H  -1.4442  1.5407  -1.9953  0.138
H  -0.5893  2.3829  -0.5393  0.040
H  -3.1451  -0.3135  0.9803  0.127
H  -3.4021  0.3342  -0.7147  0.056
H  -2.6553  -1.1337  -0.4923  0.044
H  1.2372  2.4325  -0.4804  0.124

Its net charge is 0. Its SMILES is CC(C)(C)N1CCCc2nc[nH]c21.



two | Density functional theory data (the ωB97M-V functional and the def2-TZVPD basis) for a single C10H17N3 molecule.

Last column: Löwdin charge in e.
Cartesian coordinates (Å):
C  2.0415  -0.4711  1.8382  -0.097
C  2.3509  -0.5224  0.5296  -0.122
C  1.5767  -0.5410  -1.7839  -0.096
C  0.3902  -0.4353  -2.3461  -0.122
C  0.6017  -0.1481  2.2479  -0.142
C  -0.2728  -0.4142  0.9917  -0.532
C  -1.7023  0.0025  1.4389  -0.023
C  -0.2470  -1.9752  0.8910  -0.018
C  -0.9420  2.4605  -1.5060  -0.087
C  -1.4827  0.9849  -1.6622  -0.198
N  1.5764  0.0020  -0.5223  -0.050
N  -0.5377  -0.1072  -1.3734  -0.090
N  0.2138  0.3118  -0.1345  0.021
H  2.8114  -0.9792  2.5369  0.124
H  3.3996  -0.6444  0.2244  0.120
H  2.5866  -0.6566  -2.1460  0.123
H  0.1572  -1.0007  -3.2581  0.126
H  0.2094  -0.7648  3.0059  0.092
H  0.5156  0.9694  2.5427  0.146
H  -2.4160  -0.6101  0.9219  0.078
H  -1.8009  0.9818  1.0182  0.062
H  -1.8488  -0.0096  2.4832  0.073
H  -0.4789  -2.1128  -0.2298  0.106
H  -1.1190  -2.2102  1.4975  0.073
H  0.6368  -2.5122  1.1199  0.059
H  -0.7699  2.8515  -0.5489  0.031
H  0.0947  2.4398  -2.0935  0.117
H  -1.6008  3.1045  -1.9925  0.033
H  -2.2924  0.9502  -0.9484  0.081
H  -1.6510  1.0559  -2.7426  0.112

Its net charge is 0. Its SMILES is CCN1C=CN2C=CCC(C)(C)N21.



Relative energy of each structure, in kJ/mol: one 0.0; two 153.2.



one | Density functional theory data (the ωB97M-V functional and the def2-TZVPD basis) for 2 unconnected molecules or ions with the total composition C3H11N2.

Last column: Löwdin charge in e.
Cartesian coordinates (Å):
C  1.7642  1.9248  0.6781  0.033
N  0.7479  1.2981  1.2104  0.024
H  1.9749  1.5863  -0.3079  0.065
H  2.3357  2.6633  1.2867  0.107
H  0.4066  1.3961  2.1463  0.080
H  -0.3043  0.6899  0.2463  0.078
C  -0.6106  -2.0072  -0.0026  -0.079
C  -0.3008  -0.9149  -1.0503  -0.223
N  -0.9848  0.3398  -0.6120  0.067
H  -0.1666  -1.6651  0.9833  0.078
H  -0.2455  -3.0339  -0.2265  0.089
H  -1.7508  -2.0513  0.4119  0.133
H  -0.5943  -1.1152  -2.0921  0.123
H  0.7353  -0.4881  -1.1172  0.122
H  -1.9169  0.2109  -0.2982  0.121
H  -1.0900  1.1666  -1.2563  0.181

Its net charge is +1.



two | Density functional theory data (the ωB97M-V functional and the def2-TZVPD basis) for a molecular structure, C3H11N2.

Last column: Löwdin charge in e.
Cartesian coordinates (Å):
N  -1.7165  1.0956  0.3951  0.102
H  -2.5500  0.7417  -0.0687  0.099
H  -0.9000  0.2052  0.9144  0.042
H  -1.1013  1.6798  -0.2277  0.113
H  -2.0280  1.7246  1.2181  0.144
N  -0.0947  -0.6356  1.3880  0.056
C  1.0917  -0.7305  0.3577  -0.184
C  1.0970  0.2104  -1.9657  0.047
C  0.5400  -0.6534  -1.0205  -0.205
H  0.1963  -0.2212  2.2808  0.130
H  -0.3787  -1.5819  1.6572  0.134
H  1.7058  -1.6539  0.4465  0.135
H  1.7367  0.1682  0.5403  0.129
H  0.7560  0.1397  -3.0174  0.073
H  1.8881  0.9243  -1.6985  0.071
H  -0.2425  -1.4130  -1.1995  0.113

Its net charge is +1.



three | Density functional theory data (the ωB97M-V functional and the def2-TZVPD basis) for 2 unconnected molecules or ions with the total composition C3H11N2.

Last column: Löwdin charge in e.
Cartesian coordinates (Å):
C  0.5153  -0.2039  3.3754  -0.181
C  -0.9274  0.2110  3.0926  -0.174
H  1.1693  -0.2143  2.5110  0.052
H  0.5502  -1.2138  3.7965  0.062
H  0.8930  0.3753  4.2149  0.064
H  -1.4104  0.5634  3.9963  0.066
H  -0.8713  1.1178  2.4662  0.054
H  -1.4236  -0.5111  2.4422  0.058
N  0.1413  0.9833  -2.6698  0.185
C  0.5926  -0.0096  -3.4189  -0.144
N  -0.1353  -1.0710  -3.6841  0.194
H  -0.3527  0.7414  -1.8123  0.152
H  0.8122  1.7132  -2.4511  0.141
H  1.5860  0.0651  -3.8533  0.169
H  -0.0250  -1.5257  -4.5897  0.154
H  -1.1141  -1.0212  -3.4157  0.148

Its net charge is +1.



Relative energy of each structure, in kJ/mol: one 73.5; two 17.4; three 0.0.